No. 1
{
  "formula": "C8H29N14O10",
  "method": "ωB97M-V/def2-TZVPD",
  "energy_ha": -1841.411036,
  "charge": -1,
  "homo_lumo_gap_ev": 6.6,
  "elements": ["O", "C", "O", "O", "H", "C", "O", "N", "N", "H", "H", "H", "H", "C", "O", "N", "N", "H", "H", "H", "H", "C", "O", "N", "N", "H", "H", "H", "H", "C", "O", "N", "N", "H", "H", "H", "H", "C", "O", "N", "N", "H", "H", "H", "H", "C", "O", "N", "N", "H", "H", "H", "H", "C", "O", "N", "N", "H", "H", "H", "H"],
  "positions_angstrom": [[-0.8478, -1.4511, 0.0228], [0.1244, -0.7721, -0.5631], [1.2758, -0.9903, -0.1765], [-0.1752, 0.0975, -1.3662], [-1.3332, -1.1490, -0.7483], [-3.9979, 5.1046, 1.6309], [-4.4927, 4.5723, 0.6352], [-2.9026, 4.7394, 2.1291], [-4.4223, 6.1808, 2.1901], [-2.3463, 4.1037, 1.5755], [-2.4709, 5.2303, 2.8990], [-5.0005, 6.6769, 1.5271], [-4.1679, 6.4303, 3.1351], [-6.2815, -0.7776, -3.1275], [-6.2988, -1.8473, -3.6204], [-6.0259, 0.3586, -3.7444], [-6.5447, -0.5110, -1.8591], [-5.9437, 1.1018, -3.0654], [-5.7893, 0.3461, -4.7262], [-6.6489, -1.2931, -1.2285], [-6.2802, 0.3875, -1.4811], [1.5681, 5.5848, -4.4621], [1.7453, 6.5637, -5.1207], [1.2474, 5.5866, -3.1239], [1.2569, 4.4195, -4.9745], [1.0717, 4.6801, -2.7147], [1.3480, 6.3797, -2.5067], [0.9935, 3.7860, -4.2333], [1.3636, 4.1174, -5.9323], [-3.6812, -2.2696, 8.1415], [-4.7049, -2.2665, 8.7605], [-3.5960, -1.5171, 7.0009], [-2.6498, -3.0545, 8.2428], [-2.9459, -1.7168, 6.2541], [-4.3153, -0.8461, 6.7720], [-2.7728, -3.7000, 9.0099], [-1.7801, -2.8837, 7.7585], [0.7486, -6.7118, 2.7761], [0.7702, -7.7365, 3.4488], [1.7512, -5.8601, 2.7230], [-0.2693, -6.4263, 1.9994], [2.6432, -6.0313, 3.1646], [1.6594, -4.9728, 2.2492], [-0.2773, -5.4638, 1.6934], [-1.0471, -7.0423, 1.8107], [4.5866, -3.9454, -5.2667], [5.2369, -4.7039, -6.0008], [4.5538, -4.1125, -3.9697], [3.9328, -2.9149, -5.6555], [4.1827, -3.3736, -3.3897], [4.9929, -4.9162, -3.5437], [4.0749, -2.2939, -6.4393], [3.5089, -2.5149, -4.8307], [7.3457, 2.7879, -0.0613], [8.4044, 3.3854, -0.2337], [6.7576, 2.6482, 1.1085], [6.7618, 2.0836, -0.9306], [7.1149, 3.0890, 1.9441], [6.0035, 1.9768, 1.0818], [7.1572, 1.9017, -1.8420], [5.8281, 1.7457, -0.7460]],
  "forces_ev_per_a": [[-1.9592, -1.2635, -0.0575], [5.5415, 1.1913, 1.7271], [1.4976, -0.9268, 0.6755], [-1.8851, 1.5141, -2.3597], [-3.0513, -0.5161, 0.0251], [-2.0454, -1.5722, -4.0861], [-0.3451, 0.3192, 0.0104], [6.3958, -3.4118, 2.4209], [-3.2786, 4.0130, 1.1065], [-0.0517, -0.2224, 0.4958], [0.1055, -0.2100, -0.4802], [-0.4690, 0.5642, 1.1037], [-0.3397, 0.4798, -0.6039], [0.1446, 0.8947, 0.1942], [-0.2291, -3.5670, -1.6098], [0.4543, 2.0249, -1.4021], [-0.8356, -0.2952, 3.6223], [0.3734, 0.7022, -1.5557], [0.1529, 0.4748, 0.4862], [0.1348, 0.3076, -0.0717], [-0.1664, -0.5316, 0.3509], [-2.1276, 1.6218, 0.8356], [1.5744, 2.1853, -0.9192], [0.4264, -0.1617, 1.1399], [-0.2071, -3.5747, -0.2410], [0.1084, 0.5504, 0.4795], [0.1557, -0.1965, -0.5220], [-0.0312, -0.8751, -1.1785], [0.0772, 0.3820, 0.4388], [-1.7440, 1.9233, -3.6843], [-1.1118, -0.2792, 2.2588], [0.2682, 1.5725, -1.2890], [2.0308, -2.4242, 1.8314], [-0.1024, 0.0018, 0.3217], [0.0604, -0.3786, 0.3139], [0.8730, -0.1659, -0.1986], [-0.2713, -0.2522, 0.4254], [-0.0087, -3.2947, 1.6067], [0.3948, -0.4140, 0.2948], [2.3400, 2.4835, -0.0842], [-1.9842, 1.8879, -1.8657], [-0.5896, -0.2145, 0.1181], [0.1399, -0.2265, -0.0361], [-0.6917, -0.3425, -0.5553], [0.3895, 0.2267, 0.4678], [4.0157, -3.9399, -2.6203], [-0.3837, 0.2614, 0.0892], [-0.2191, -0.6243, 3.6977], [-3.2341, 4.4136, -0.3528], [0.1918, -0.5485, 0.3038], [-0.1670, 0.3103, -0.2378], [0.2628, -0.7954, 0.0376], [-0.5235, 0.9452, -0.8676], [4.5185, 2.4188, 2.1525], [0.0904, 0.4769, -0.1262], [-1.5383, 0.1661, 2.7230], [-3.1721, -3.4533, -5.4477], [-0.2755, -0.2451, -0.3317], [0.1561, 0.3761, 1.2079], [-0.0928, 0.3443, 0.3046], [0.2575, -0.1101, -0.4826]]
}

No. 2
{
  "formula": "C8H29N8NiO10",
  "method": "ωB97M-V/def2-TZVPD",
  "spin_multiplicity": 3,
  "energy_ha": -3020.550770,
  "charge": 1,
  "homo_lumo_gap_ev": [5.2, 4.1],
  "elements": ["Ni", "O", "C", "O", "O", "H", "C", "O", "H", "H", "H", "H", "C", "O", "H", "H", "H", "H", "C", "O", "H", "H", "H", "H", "C", "O", "N", "N", "H", "H", "H", "H", "C", "O", "N", "N", "H", "H", "H", "H", "C", "O", "N", "N", "H", "H", "H", "H", "C", "O", "N", "N", "H", "H", "H", "H"],
  "positions_angstrom": [[-2.9163, -1.0838, -3.1788], [0.1099, -0.1633, 1.4094], [0.5044, -0.4196, 0.1828], [1.6681, -0.6085, 0.0360], [-0.3665, -0.4507, -0.7184], [0.9307, -0.1916, 1.9066], [0.1785, 0.0447, 6.5068], [-0.0651, -0.7824, 7.6159], [0.5494, 1.0418, 6.7440], [0.9343, -0.3953, 5.8563], [-0.7769, 0.0644, 5.9825], [-0.9814, -0.8038, 7.9015], [0.5754, 5.1272, 1.6154], [0.1779, 5.3589, 2.9491], [0.8520, 4.1109, 1.3346], [-0.2297, 5.4795, 0.9706], [1.4191, 5.7982, 1.4539], [-0.5706, 4.7693, 3.0662], [2.3955, 3.4815, -3.3491], [3.2356, 2.6634, -2.5779], [2.7915, 4.4917, -3.2459], [2.4329, 3.2022, -4.4021], [1.3836, 3.4539, -2.9450], [2.6869, 1.8986, -2.3892], [3.7012, -4.3828, 3.1061], [4.1457, -5.1914, 3.9037], [2.5348, -4.4870, 2.5536], [4.3040, -3.3091, 2.7187], [2.2168, -3.7682, 1.9193], [1.8481, -5.1675, 2.8459], [4.0194, -3.0180, 1.7944], [5.2457, -3.2065, 3.0689], [-5.3655, -1.9443, 0.7649], [-5.0579, -1.5496, -0.3285], [-4.6283, -1.6463, 1.7303], [-6.4853, -2.4768, 1.0510], [-4.9952, -1.9184, 2.6311], [-3.8188, -1.0856, 1.5053], [-6.9914, -2.7624, 0.2249], [-6.6463, -2.9078, 1.9501], [4.3362, -2.8423, -4.3504], [4.5507, -1.7172, -4.8799], [4.7390, -3.9827, -4.8893], [3.6987, -3.0958, -3.2140], [4.6621, -4.8311, -4.3467], [5.3971, -3.8369, -5.6415], [3.3132, -2.4547, -2.5355], [3.4633, -4.0692, -3.0833], [-4.1977, 3.3225, -3.6408], [-3.9130, 2.2927, -3.1394], [-5.0791, 4.1085, -3.1349], [-3.8432, 3.6426, -4.8136], [-5.3831, 4.9346, -3.6300], [-5.3825, 3.8791, -2.1992], [-4.0300, 4.4448, -5.3981], [-3.2781, 2.9396, -5.2681]],
  "forces_ev_per_a": [[-0.3705, 0.4753, 0.4717], [-1.2795, 0.1956, 0.2066], [-2.8140, 0.8227, 2.3844], [3.5053, -0.9726, -2.5254], [0.1863, -0.2339, -1.0304], [0.3204, 0.1466, 0.9042], [-0.9197, -0.2512, -0.3373], [0.9377, -0.5567, 0.8559], [-0.2890, 0.1272, 0.3255], [-0.0258, -0.3422, 0.1071], [0.2189, 0.6617, -0.6452], [0.0783, 0.3666, -0.3071], [0.1158, 1.3596, -0.4621], [-0.0876, -0.8930, 0.1857], [0.0256, -0.1946, 0.3636], [0.0034, -0.1572, -0.4355], [0.1127, -0.2467, -0.1870], [-0.1700, 0.1282, 0.5281], [0.3119, 0.7619, -0.0198], [-0.1144, -0.6531, 0.3835], [-0.2133, 0.0897, -0.1548], [-0.2398, -0.0192, -0.1149], [-0.2304, 0.1657, -0.2651], [0.4906, -0.3437, 0.1834], [0.9701, -3.1552, 2.9330], [0.1460, -0.1249, 0.4103], [-4.8985, -0.7922, -2.1879], [2.5902, 3.5524, -1.1664], [-0.1616, -0.2840, 0.3238], [0.4903, 0.0305, -0.0044], [0.8955, 0.5811, 0.2166], [-0.0223, 0.2058, -0.5489], [0.2247, 1.5758, -2.8385], [0.7586, 0.4007, -4.5443], [3.7292, 0.7298, 5.6060], [-4.7093, -2.8855, 0.1772], [1.1503, 0.6757, 0.3652], [-0.1484, -0.1833, 0.7978], [-0.4026, -0.2299, 0.5282], [-0.3054, -0.0663, -0.4415], [0.7114, 4.0641, -1.6304], [-0.5970, -2.3639, 1.4915], [0.9041, -1.2361, -1.5981], [-1.7525, -0.5106, 2.5564], [0.5992, 0.0801, -0.6089], [-0.0899, -0.6798, 0.0710], [0.2976, 0.2251, -0.6950], [-0.1005, 0.4067, 0.4378], [-1.9047, 0.4190, 0.3616], [2.1723, -4.9958, 2.5675], [-2.9119, 2.9909, 2.7117], [3.3813, 0.5288, -6.6813], [-0.0967, -0.1576, 0.5831], [-0.2146, 0.4583, -0.2637], [-0.2614, 0.0064, 0.7084], [0.0034, 0.2971, -0.0528]]
}

No. 3
{
  "formula": "C8H29N9O6",
  "method": "ωB97M-V/def2-TZVPD",
  "energy_ha": -1266.589864,
  "smiles": "COC[C@H](C)N.NC(N)=O.NC(N)=O.NC(N)=O.NC(N)=O.O",
  "homo_lumo_gap_ev": 9.8,
  "elements": ["O", "H", "H", "C", "O", "N", "N", "H", "H", "H", "H", "C", "O", "N", "N", "H", "H", "H", "H", "C", "O", "N", "N", "H", "H", "H", "H", "C", "O", "N", "N", "H", "H", "H", "H", "C", "C", "C", "O", "C", "N", "H", "H", "H", "H", "H", "H", "H", "H", "H", "H", "H"],
  "positions_angstrom": [[8.3140, 14.0461, 11.1915], [7.8719, 13.3005, 10.7485], [8.5036, 14.6508, 10.4172], [5.1485, 13.7617, 6.0643], [4.1084, 14.3288, 5.8648], [6.2090, 13.6878, 5.1979], [5.4462, 13.1878, 7.2960], [7.1141, 13.2418, 5.3844], [6.2104, 14.2579, 4.3974], [6.2856, 12.6532, 7.5186], [4.6872, 13.1406, 7.9704], [7.4144, 8.6442, 8.5214], [8.6377, 8.6908, 8.4381], [6.5662, 9.6818, 8.1532], [6.7440, 7.4790, 8.8760], [7.0358, 10.5869, 8.3248], [5.8443, 9.7118, 8.8803], [5.7636, 7.5889, 9.1870], [7.2901, 6.7631, 9.3369], [9.3896, 11.7792, 6.5493], [9.0644, 12.8213, 6.0046], [9.2015, 11.5183, 7.8307], [10.0682, 10.7564, 5.9803], [8.7112, 12.2069, 8.4279], [9.2157, 10.6130, 8.2323], [10.6455, 11.0392, 5.2161], [10.4433, 10.0856, 6.6376], [8.4614, 10.7502, 11.2525], [7.7958, 11.1850, 10.3001], [8.5761, 9.4513, 11.7702], [9.2600, 11.5632, 12.0075], [8.1043, 8.7502, 11.1819], [9.5263, 9.2335, 11.9788], [9.8692, 11.1095, 12.6006], [9.2096, 12.5880, 11.8856], [8.7610, 18.0468, 10.5309], [7.8740, 17.2062, 9.6614], [7.4272, 17.9193, 8.3288], [7.0678, 19.2254, 8.5780], [6.3418, 19.9329, 7.5906], [8.3443, 15.8594, 9.2488], [9.0554, 17.4875, 11.3945], [8.1142, 18.8233, 10.8327], [9.6931, 18.3626, 10.0403], [6.9709, 17.0478, 10.2269], [6.5928, 17.3764, 7.8900], [8.2397, 17.9709, 7.6006], [5.3013, 19.5931, 7.4538], [6.7902, 19.8639, 6.6414], [6.2619, 20.9827, 7.9033], [9.1293, 15.9078, 8.5718], [7.6617, 15.2299, 8.8326]],
  "forces_ev_per_a": [[-0.1085, -0.5125, -0.5902], [-0.0863, 0.0776, 0.3130], [0.0903, 0.2912, 0.7635], [2.1177, -0.4567, 0.7763], [-0.8546, 0.3471, -0.4024], [0.4501, -0.7620, 0.3363], [-0.2894, -0.3616, 0.8537], [-0.6570, 0.2861, 0.3794], [-0.4010, 0.6115, -0.8642], [-0.5193, 0.4105, -0.5743], [0.3460, 0.0243, -0.4636], [0.4086, -0.6257, -0.5012], [-0.4625, -0.0811, 0.1639], [-0.1133, 0.7704, 1.5138], [-0.6684, 0.7596, 0.5488], [0.0542, -0.8633, -0.5447], [-0.3093, -0.0318, -0.6767], [1.0962, -0.3598, -0.4091], [-0.0979, 0.1772, -0.1931], [0.5826, 0.0557, -0.1399], [-0.2459, 0.3677, -0.5136], [-1.8091, 2.1494, 3.1728], [0.3332, -0.5957, -0.9143], [0.5894, -0.6656, -0.8395], [0.2014, -1.0846, 0.0984], [0.1834, -0.2325, -0.4359], [0.1281, 0.0630, -0.4614], [1.3067, 1.2665, 0.8066], [-0.1416, -1.0110, 1.1355], [-1.9481, -0.2904, -1.8959], [-1.7048, 1.1654, -2.0194], [0.6669, 0.4323, 0.4252], [0.3884, -0.4649, 0.1551], [1.2680, -0.3935, 1.6653], [0.2917, -0.5989, 0.0141], [1.0168, -1.1601, -0.8575], [-1.0001, -0.5798, -2.4584], [0.3886, -0.2183, 0.4109], [-0.8188, 1.6926, 0.9041], [-0.9640, 0.0281, 1.1506], [1.6388, 0.0752, -0.3024], [0.1039, -0.4189, 0.6541], [-0.1320, 1.4024, 0.3518], [-0.4441, 0.2931, -0.0001], [-0.4644, -0.2189, 0.2355], [-0.1474, -0.3842, -0.1037], [0.3875, -0.6012, -0.1179], [0.2112, -0.3238, 0.3151], [0.9110, 0.0110, -1.3389], [0.3158, -0.3288, -0.0339], [-0.7170, 0.1152, 0.6180], [-0.3717, 0.7528, -0.1094]]
}